Entry from the Open Molecules 2025 dataset: a structure of composition C18H35AgN2OSeSi3 (ωB97M-V/def2-TZVPD).

Structure (ORCA input):
```
! RIJCOSX wB97M-V def2-TZVPD def2/J DEFGRID3
* xyz 0 1
Ag 0.1479 0.6998 -0.1969
C -1.6704 -2.5357 -1.2338
O -0.5776 -1.6966 -0.9823
Si 1.0303 -2.1506 -1.2246
C 1.3532 -3.5585 0.0271
C 1.1526 -3.0368 -2.9213
C 1.8918 -0.4855 -1.0220
Si 3.4488 -0.4762 0.0614
C 4.0092 1.2953 0.5375
C 4.9673 -1.3042 -0.7599
C 3.2589 -1.3850 1.7404
Si 2.0100 0.5315 -2.6365
C 3.3239 -0.0030 -3.9246
C 0.3284 0.5377 -3.5718
C 2.3271 2.4014 -2.3086
H -1.3525 -3.5470 -1.4867
H -2.2455 -2.1403 -2.0761
H -2.3142 -2.5834 -0.3490
H 0.7633 -4.4392 -0.2148
H 1.0931 -3.2586 1.0360
H 2.3956 -3.8566 0.0288
H 0.5316 -3.9306 -2.9580
H 2.1733 -3.3423 -3.1228
H 0.8437 -2.3910 -3.7356
H 4.5117 1.7834 -0.2896
H 4.7065 1.2751 1.3697
H 3.1682 1.9206 0.8280
H 5.2908 -0.7524 -1.6345
H 4.7370 -2.3137 -1.0818
H 5.8125 -1.3598 -0.0805
H 2.2965 -1.1945 2.2045
H 4.0283 -1.0678 2.4386
H 3.3596 -2.4575 1.6210
H 3.2224 -1.0503 -4.1857
H 4.3248 0.1435 -3.5350
H 3.2435 0.5766 -4.8398
H 0.0780 -0.4303 -3.9905
H 0.3277 1.2553 -4.3866
H -0.4668 0.8138 -2.8798
H 3.3706 2.6068 -2.1027
H 1.7407 2.7551 -1.4585
H 2.0420 2.9970 -3.1706
C -3.8616 1.0363 -1.8768
N -3.8475 1.2873 -0.4643
C -2.8768 1.9597 0.2047
Se -1.4277 2.8178 -0.4738
N -3.2047 1.9619 1.5254
C -4.3782 1.2783 1.7154
C -5.1193 1.0044 2.8498
C -6.2903 0.2817 2.6769
C -6.7023 -0.1424 1.4178
C -5.9668 0.1360 0.2749
C -4.7904 0.8487 0.4395
H -2.8874 1.2886 -2.2971
H -4.6181 1.6512 -2.3688
H -4.0691 -0.0193 -2.0544
H -2.6391 2.4238 2.2191
H -4.7967 1.3558 3.8159
H -6.9010 0.0551 3.5376
H -7.6263 -0.6932 1.3220
H -6.3019 -0.1718 -0.7020
*
```

Computed properties:
frontier orbital gap	7.4	eV
relative energy (zero: lowest compared OMol25 entry of this formula, charge and spin)	9.2	kcal per mole

---

Entry from the Open Molecules 2025 dataset: a cluster of 4 separate species, C9H20NO12S2 in total (ωB97M-V/def2-TZVPD).

Structure (ORCA input):
```
! RIJCOSX wB97M-V def2-TZVPD def2/J DEFGRID3
* xyz -1 1
N -0.1778 -0.1677 -1.3291
O -0.0638 0.2693 -2.5361
O -0.3228 0.7753 -0.3941
O 0.0582 -1.3387 -1.0341
O -2.9338 -1.8437 -2.6571
S -3.4968 -1.0577 -3.7421
O -4.6388 -1.5327 -4.5011
O -4.1178 0.3663 -3.1151
C -3.1518 1.1893 -2.4721
C -3.7868 2.5513 -2.1111
C -2.3378 -0.5067 -4.8991
H -2.1768 1.2293 -3.0781
H -3.0428 0.6753 -1.5171
H -4.6798 2.6423 -1.4011
H -3.9718 3.0853 -3.1091
H -2.9848 3.0873 -1.5101
H -1.9548 -1.1497 -5.6491
H -1.4058 -0.0477 -4.5411
H -2.9008 0.3533 -5.6561
O 3.1232 2.1373 4.2569
S 2.0252 3.0473 4.1259
O 1.8992 3.8233 2.9309
O 0.5352 2.2893 3.9239
C 0.5392 1.3153 2.9299
C -0.8348 0.4713 2.9699
C 1.6692 4.0433 5.5089
H 1.5622 0.5833 2.9689
H 0.7992 1.9603 1.9709
H -0.9138 0.3013 4.0689
H -0.8968 -0.5427 2.3369
H -1.5868 1.1283 2.7589
H 2.5142 4.5493 5.7659
H 1.6262 3.2873 6.2359
H 0.7482 4.5483 5.3859
C 2.8872 -4.8857 -0.2451
C 2.9952 -3.3377 0.0059
O 4.3622 -3.1117 -0.4671
C 5.0022 -4.2817 -0.5071
O 6.1532 -4.4137 -0.8961
O 4.1512 -5.2747 -0.2111
H 2.4382 -4.9027 -1.3411
H 2.2472 -5.3347 0.3729
H 2.8682 -3.1607 0.9049
H 2.1712 -2.8187 -0.5011
*
```

Computed properties:
frontier orbital gap	7.3	eV
relative energy (zero: lowest compared OMol25 entry of this formula, charge and spin)	16.1	kcal per mole

---

Entry from the Open Molecules 2025 dataset: the molecule C7H6O (ωB97M-V/def2-TZVPD).

Structure (ORCA input):
```
! RIJCOSX wB97M-V def2-TZVPD def2/J DEFGRID3
* xyz 0 1
C 0.6950 -0.3695 1.1686
C 1.2438 1.0231 0.8469
C -0.6721 0.7452 -0.5222
C -0.2185 -0.6297 0.0479
C 0.3850 1.6724 -0.0064
C 1.2293 -1.2097 0.0041
C 2.7680 0.5832 -0.1288
O 2.3678 -0.5216 -0.5579
H 0.3483 -0.6508 2.1331
H -0.8124 0.6779 -1.5908
H -1.7132 0.9263 -0.1105
H -1.0797 -1.2838 0.0648
H 0.7075 2.6579 -0.2827
H 1.5150 -2.2661 -0.3323
*
```

Computed properties:
frontier orbital gap	8.9	eV
relative energy (zero: lowest compared OMol25 entry of this formula, charge and spin)	133.8	kcal per mole

---

Entry from the Open Molecules 2025 dataset: a structure of composition C26H23BrIrN6O4S2 (ωB97M-V/def2-TZVPD).

Structure (ORCA input):
```
! RIJCOSX wB97M-V def2-TZVPD def2/J DEFGRID3
* xyz 2 2
Ir 0.3006 -1.0130 0.4121
O 0.4098 1.0270 -3.4495
C 1.6092 1.6493 -3.2519
C 1.9510 2.6435 -4.1577
C 3.1453 3.3310 -4.0505
C 4.0365 3.0310 -3.0280
C 3.6988 2.0412 -2.1307
C 2.4831 1.3492 -2.2168
C 2.2251 0.2811 -1.1820
O 0.9724 -0.3466 -1.3315
N 2.3208 0.9026 0.1489
N 1.7110 0.2346 1.1421
C 1.8771 0.4740 2.3944
C 1.1469 -0.2175 3.4346
Br -0.1425 -1.5407 2.8108
C 1.1815 -0.0124 4.7602
C 2.1085 0.7847 5.5538
C 1.6638 1.2029 6.8132
C 2.4768 1.9621 7.6350
C 3.7579 2.2950 7.2194
C 4.2281 1.8544 5.9878
C 3.4149 1.1025 5.1610
H 0.2794 0.3477 -2.7390
H 1.2445 2.8516 -4.9508
H 3.3908 4.0992 -4.7716
H 4.9809 3.5493 -2.9420
H 4.4133 1.7776 -1.3563
H 3.0020 -0.4950 -1.2477
H 2.5631 1.8741 0.2769
H 2.5540 1.2636 2.6990
H 0.4087 -0.5054 5.3420
H 0.6640 0.9416 7.1385
H 2.1160 2.2881 8.6007
H 4.4020 2.8765 7.8649
H 5.2398 2.0843 5.6831
H 3.8314 0.7093 4.2440
N -4.7443 -6.2985 3.0687
C -4.1578 -5.5215 2.1790
C -4.1501 -4.0971 2.3600
C -3.5632 -3.3078 1.4223
C -2.9658 -3.8958 0.2821
C -2.9564 -5.2933 0.0947
C -3.5374 -6.1023 1.0236
S -2.2752 -2.8590 -0.9792
O -3.0034 -1.6363 -0.9253
O -2.1922 -3.6871 -2.1370
N -0.7933 -2.5552 -0.4328
C 0.3087 -3.3548 -0.6190
S 0.6499 -4.7096 -1.5914
C 2.3122 -4.5661 -1.1344
C 2.5129 -3.5034 -0.3255
N 1.3577 -2.8295 -0.0079
H -5.2110 -5.9139 3.8790
H -4.7807 -7.3020 2.9470
H -4.6380 -3.6651 3.2244
H -3.5895 -2.2302 1.5131
H -2.5218 -5.7061 -0.8051
H -3.5592 -7.1760 0.8856
H 3.0426 -5.2725 -1.4917
H 3.4578 -3.1909 0.0894
N -1.7523 1.2775 0.2273
C -0.9865 0.4303 0.3580
H -2.4801 1.9424 0.0459
*
```

Computed properties:
frontier orbital gap (spin up / spin down)	6.4 / 3.1	eV
relative energy (zero: lowest compared OMol25 entry of this formula, charge and spin)	3.0	kcal per mole